1.
{"formula": "C38H71ClF3NO17S6", "method": "the ωB97M-V functional and the def2-TZVPD basis", "spin_multiplicity": 1, "orbital_gap_ev": 9.86, "smiles": "CCCCCO[C@@H](N=C=O)[C@H](C[C@H](C)O)O[C@H](Cl)COC(F)(F)F.O=S1(=O)CCCC1.O=S1(=O)CCCC1.O=S1(=O)CCCC1.O=S1(=O)CCCC1.O=S1(=O)CCCC1.O=S1(=O)CCCC1", "e_tot_ev": -162539.20895, "symbols": ["C", "C", "C", "C", "C", "O", "C", "N", "C", "O", "C", "C", "C", "C", "O", "O", "C", "Cl", "C", "O", "C", "F", "F", "F", "H", "H", "H", "H", "H", "H", "H", "H", "H", "H", "H", "H", "H", "H", "H", "H", "H", "H", "H", "H", "H", "H", "H", "O", "S", "O", "C", "C", "C", "C", "H", "H", "H", "H", "H", "H", "H", "H", "O", "S", "O", "C", "C", "C", "C", "H", "H", "H", "H", "H", "H", "H", "H", "O", "S", "O", "C", "C", "C", "C", "H", "H", "H", "H", "H", "H", "H", "H", "O", "S", "O", "C", "C", "C", "C", "H", "H", "H", "H", "H", "H", "H", "H", "O", "S", "O", "C", "C", "C", "C", "H", "H", "H", "H", "H", "H", "H", "H", "O", "S", "O", "C", "C", "C", "C", "H", "H", "H", "H", "H", "H", "H", "H"], "positions_angstrom": [[4.85, -3.88, 1.05], [3.92, -4.40, -0.05], [3.08, -5.61, 0.37], [1.60, -5.26, 0.56], [0.95, -4.67, -0.70], [0.98, -3.25, -0.58], [0.40, -2.50, -1.60], [-0.15, -3.35, -2.69], [-0.36, -2.86, -3.77], [-0.65, -2.44, -4.83], [-0.70, -1.58, -1.04], [-0.17, -0.27, -0.49], [0.95, -0.36, 0.53], [1.08, 0.94, 1.33], [2.18, -0.57, -0.18], [-1.48, -2.31, -0.09], [-2.82, -2.33, -0.36], [-3.61, -0.70, -0.20], [-3.57, -3.33, 0.54], [-2.75, -4.31, 1.16], [-2.07, -3.95, 2.28], [-2.52, -2.81, 2.84], [-0.76, -3.82, 2.06], [-2.21, -4.94, 3.19], [5.30, -4.71, 1.60], [4.32, -3.26, 1.77], [5.63, -3.26, 0.61], [3.30, -3.58, -0.40], [4.55, -4.70, -0.89], [3.18, -6.47, -0.29], [3.44, -5.95, 1.35], [1.54, -4.50, 1.33], [1.01, -6.11, 0.90], [-0.07, -5.04, -0.78], [1.53, -4.99, -1.57], [1.17, -1.84, -2.03], [-1.33, -1.32, -1.90], [0.24, 0.28, -1.35], [-0.98, 0.33, -0.09], [0.81, -1.20, 1.22], [0.10, 1.24, 1.70], [1.50, 1.70, 0.67], [1.78, 0.80, 2.14], [2.79, -1.05, 0.39], [-2.96, -2.60, -1.41], [-4.22, -2.81, 1.24], [-4.24, -3.88, -0.11], [-2.15, -10.50, -0.55], [-3.37, -9.75, -0.38], [-4.51, -9.99, -1.22], [-3.86, -9.83, 1.34], [-3.15, -8.65, 1.99], [-3.31, -7.47, 1.02], [-2.97, -7.99, -0.39], [-3.57, -10.80, 1.75], [-4.94, -9.72, 1.38], [-3.57, -8.42, 2.97], [-2.09, -8.88, 2.12], [-4.34, -7.12, 1.04], [-2.67, -6.64, 1.29], [-3.55, -7.51, -1.16], [-1.91, -7.90, -0.61], [-5.17, 0.85, -5.97], [-4.87, -0.56, -5.85], [-5.05, -1.25, -4.60], [-5.73, -1.43, -7.15], [-4.76, -1.42, -8.33], [-3.38, -1.74, -7.73], [-3.21, -0.86, -6.48], [-6.68, -0.93, -7.36], [-5.92, -2.45, -6.80], [-5.05, -2.15, -9.09], [-4.75, -0.44, -8.79], [-3.34, -2.79, -7.44], [-2.58, -1.56, -8.44], [-2.63, -1.35, -5.71], [-2.77, 0.11, -6.73], [2.33, 3.00, 3.20], [2.06, 4.22, 2.48], [1.68, 4.21, 1.09], [0.86, 5.17, 3.41], [1.71, 6.01, 4.36], [2.88, 6.54, 3.52], [3.44, 5.34, 2.72], [0.18, 4.49, 3.92], [0.31, 5.79, 2.71], [1.13, 6.83, 4.79], [2.09, 5.39, 5.18], [2.52, 7.30, 2.84], [3.66, 6.99, 4.14], [3.82, 5.64, 1.75], [4.21, 4.81, 3.27], [5.61, -0.17, 1.11], [6.96, -0.65, 1.03], [7.28, -2.02, 1.35], [7.62, -0.25, -0.58], [8.23, 1.14, -0.40], [8.97, 1.11, 0.94], [8.03, 0.45, 1.96], [6.82, -0.28, -1.32], [8.39, -0.99, -0.82], [8.89, 1.40, -1.23], [7.43, 1.89, -0.37], [9.88, 0.51, 0.84], [9.27, 2.10, 1.27], [8.56, -0.13, 2.71], [7.39, 1.19, 2.45], [-9.15, 3.29, 0.81], [-8.74, 1.91, 0.88], [-9.03, 1.11, 2.05], [-9.31, 1.07, -0.59], [-8.18, 1.25, -1.59], [-6.88, 1.01, -0.81], [-6.99, 1.80, 0.50], [-10.26, 1.50, -0.90], [-9.45, 0.02, -0.33], [-8.28, 0.56, -2.43], [-8.20, 2.27, -1.99], [-6.78, -0.05, -0.59], [-6.01, 1.32, -1.39], [-6.48, 1.31, 1.32], [-6.61, 2.82, 0.39], [2.85, 9.46, 3.36], [4.03, 10.29, 3.40], [5.17, 9.90, 4.20], [4.56, 10.62, 1.72], [3.81, 11.89, 1.34], [3.89, 12.81, 2.56], [3.55, 11.97, 3.80], [4.32, 9.76, 1.10], [5.63, 10.78, 1.74], [4.23, 12.35, 0.45], [2.76, 11.65, 1.13], [4.91, 13.21, 2.65], [3.22, 13.67, 2.47], [4.10, 12.29, 4.68], [2.49, 11.97, 4.01]], "lowdin_charge": [-0.10, -0.25, -0.21, -0.17, -0.20, -0.10, -0.26, 0.19, -0.30, 0.17, -0.26, -0.08, -0.40, -0.05, -0.04, -0.09, -0.64, 0.69, -0.14, 0.03, -0.68, 0.17, 0.17, 0.15, 0.07, 0.08, 0.03, 0.09, 0.10, 0.11, 0.10, 0.11, 0.11, 0.11, 0.12, 0.16, 0.14, 0.14, 0.10, 0.15, 0.09, 0.07, 0.07, 0.08, 0.12, 0.11, 0.14, -0.32, 0.66, -0.33, -0.23, -0.21, -0.21, -0.21, 0.11, 0.11, 0.12, 0.12, 0.12, 0.08, 0.10, 0.10, -0.32, 0.66, -0.34, -0.23, -0.22, -0.21, -0.22, 0.11, 0.11, 0.11, 0.12, 0.12, 0.11, 0.07, 0.11, -0.32, 0.66, -0.33, -0.23, -0.21, -0.23, -0.21, 0.11, 0.11, 0.12, 0.12, 0.09, 0.11, 0.10, 0.10, -0.31, 0.66, -0.33, -0.23, -0.22, -0.21, -0.22, 0.11, 0.11, 0.11, 0.12, 0.12, 0.11, 0.10, 0.10, -0.32, 0.66, -0.33, -0.23, -0.22, -0.23, -0.22, 0.11, 0.11, 0.12, 0.12, 0.10, 0.11, 0.10, 0.10, -0.33, 0.67, -0.32, -0.23, -0.22, -0.21, -0.22, 0.11, 0.11, 0.12, 0.12, 0.12, 0.11, 0.10, 0.10]}

2.
{"formula": "C38H71F6N19O41P2", "method": "the ωB97M-V functional and the def2-TZVPD basis", "spin_multiplicity": 1, "orbital_gap_ev": 6.33, "e_tot_ev": -187624.37063, "symbols": ["C", "P", "O", "C", "C", "C", "P", "N", "O", "O", "C", "C", "F", "F", "C", "F", "F", "F", "C", "C", "C", "O", "C", "C", "C", "C", "C", "F", "C", "C", "C", "C", "C", "O", "H", "H", "H", "H", "H", "H", "H", "H", "H", "H", "H", "H", "H", "H", "H", "H", "H", "C", "N", "O", "O", "H", "H", "H", "C", "N", "O", "O", "H", "H", "H", "C", "N", "O", "O", "H", "H", "H", "C", "N", "O", "O", "H", "H", "H", "C", "N", "O", "O", "H", "H", "H", "C", "N", "O", "O", "H", "H", "H", "C", "N", "O", "O", "H", "H", "H", "C", "N", "O", "O", "H", "H", "H", "C", "N", "O", "O", "H", "H", "H", "C", "N", "O", "O", "H", "H", "H", "C", "N", "O", "O", "H", "H", "H", "C", "N", "O", "O", "H", "H", "H", "C", "N", "O", "O", "H", "H", "H", "C", "N", "O", "O", "H", "H", "H", "C", "N", "O", "O", "H", "H", "H", "C", "N", "O", "O", "H", "H", "H", "C", "N", "O", "O", "H", "H", "H", "C", "N", "O", "O", "H", "H", "H"], "positions_angstrom": [[-3.32, 2.96, 6.86], [-1.60, 3.40, 6.10], [-1.78, 3.89, 4.40], [-0.42, 1.85, 6.14], [0.75, 1.69, 7.29], [1.82, 0.40, 7.35], [3.05, 0.50, 8.81], [3.00, 2.03, 9.44], [4.72, 0.25, 8.40], [2.59, -0.53, 10.18], [1.74, -0.84, 6.23], [2.79, -2.07, 6.27], [4.16, -1.46, 6.05], [2.70, -3.11, 5.24], [2.74, -2.88, 7.73], [1.44, -2.64, 8.42], [3.94, -2.64, 8.57], [2.75, -4.36, 7.42], [0.51, -0.69, 5.10], [-0.52, 0.63, 5.05], [-1.66, 0.70, 3.83], [-2.92, 1.10, 4.01], [-1.05, 0.15, 2.37], [-1.44, 0.94, 0.95], [-2.41, 2.26, 0.85], [-1.45, 3.59, 1.18], [-0.93, 4.29, -0.23], [0.11, 5.28, 0.16], [-0.74, 0.34, -0.44], [0.29, -0.97, -0.38], [0.67, -1.76, 1.05], [-0.03, -1.17, 2.40], [0.19, -1.80, 3.94], [-0.02, -3.11, 4.08], [-4.13, 3.42, 6.14], [-3.48, 1.79, 6.98], [-3.45, 3.49, 7.92], [-2.26, 4.78, 4.35], [0.79, 2.56, 8.11], [2.69, 1.99, 10.43], [4.97, 0.79, 7.58], [1.92, -0.02, 10.75], [-2.90, 2.44, -0.20], [-3.26, 2.29, 1.65], [-2.10, 4.42, 1.72], [-0.55, 3.23, 1.87], [-1.85, 4.91, -0.64], [-0.59, 3.52, -1.05], [-0.93, 0.82, -1.51], [0.80, -1.36, -1.36], [1.39, -2.68, 1.12], [4.66, 5.33, 7.77], [3.50, 5.27, 6.85], [3.73, 5.04, 5.66], [2.38, 5.47, 7.35], [5.58, 5.15, 7.20], [4.69, 6.33, 8.21], [4.52, 4.57, 8.53], [7.34, 6.24, 11.06], [6.42, 6.60, 9.95], [5.23, 6.29, 10.07], [6.92, 7.18, 8.98], [6.76, 5.74, 11.84], [8.10, 5.58, 10.66], [7.77, 7.17, 11.44], [2.37, -5.92, 0.94], [2.25, -5.27, -0.39], [2.26, -6.00, -1.38], [2.14, -4.03, -0.40], [2.46, -7.00, 0.80], [3.27, -5.52, 1.42], [1.47, -5.68, 1.51], [4.86, -0.94, -1.47], [3.61, -0.64, -0.74], [2.68, -0.15, -1.39], [3.59, -0.92, 0.47], [4.74, -0.65, -2.52], [5.67, -0.37, -1.01], [5.05, -2.02, -1.39], [-3.82, 2.52, -4.27], [-2.96, 2.43, -3.06], [-3.52, 2.53, -1.96], [-1.75, 2.26, -3.25], [-4.86, 2.68, -3.95], [-3.47, 3.37, -4.86], [-3.72, 1.58, -4.82], [-8.41, 0.59, -2.99], [-7.08, 1.15, -3.34], [-6.80, 2.27, -2.88], [-6.35, 0.46, -4.06], [-8.94, 1.30, -2.35], [-8.96, 0.43, -3.92], [-8.24, -0.35, -2.46], [-4.18, -1.98, -6.78], [-4.04, -0.50, -6.80], [-3.11, -0.01, -6.14], [-4.86, 0.14, -7.47], [-3.39, -2.41, -6.16], [-5.17, -2.21, -6.37], [-4.09, -2.33, -7.81], [6.79, -5.12, -2.15], [6.94, -3.64, -2.17], [7.87, -3.15, -1.51], [6.12, -3.00, -2.84], [7.58, -5.54, -1.53], [5.81, -5.35, -1.74], [6.89, -5.47, -3.18], [-4.50, -2.09, -1.46], [-5.66, -2.15, -2.38], [-5.43, -2.39, -3.57], [-6.78, -1.96, -1.88], [-3.59, -2.28, -2.03], [-4.48, -1.10, -1.02], [-4.64, -2.86, -0.70], [8.20, -0.66, 1.81], [8.10, 0.41, 0.77], [8.52, 1.53, 1.07], [7.60, 0.08, -0.31], [8.66, -0.23, 2.70], [7.19, -1.01, 2.02], [8.82, -1.46, 1.40], [-9.96, -2.00, 0.75], [-10.06, -0.94, -0.28], [-9.64, 0.19, 0.01], [-10.56, -1.26, -1.37], [-9.50, -1.58, 1.65], [-10.97, -2.35, 0.96], [-9.34, -2.80, 0.34], [1.77, 6.34, 3.76], [0.33, 6.59, 3.47], [-0.48, 6.34, 4.37], [0.06, 7.01, 2.34], [1.86, 5.97, 4.79], [2.13, 5.60, 3.05], [2.29, 7.29, 3.65], [2.21, 4.83, -2.30], [3.54, 5.39, -2.64], [3.82, 6.51, -2.18], [4.27, 4.70, -3.37], [1.68, 5.54, -1.66], [1.67, 4.67, -3.23], [2.38, 3.89, -1.77], [0.72, -7.94, -3.14], [-0.45, -8.00, -4.06], [-0.22, -8.24, -5.26], [-1.56, -7.81, -3.56], [1.63, -8.13, -3.72], [0.74, -6.94, -2.70], [0.58, -8.71, -2.38], [-6.03, -6.25, -4.06], [-6.95, -5.89, -5.18], [-8.14, -6.20, -5.05], [-6.45, -5.31, -6.14], [-6.61, -6.75, -3.28], [-5.27, -6.91, -4.46], [-5.60, -5.32, -3.68], [2.57, 2.55, -6.27], [1.31, 2.85, -5.54], [0.38, 3.35, -6.19], [1.29, 2.58, -4.33], [2.44, 2.84, -7.32], [3.37, 3.13, -5.81], [2.75, 1.48, -6.19], [-2.84, -0.53, -10.78], [-3.29, -1.83, -10.22], [-4.03, -2.53, -10.93], [-2.90, -2.11, -9.08], [-3.26, -0.41, -11.78], [-3.20, 0.26, -10.12], [-1.75, -0.55, -10.82], [-0.03, -4.73, -10.36], [0.12, -3.25, -10.38], [1.04, -2.77, -9.72], [-0.71, -2.61, -11.05], [0.76, -5.16, -9.74], [-1.02, -4.96, -9.95], [0.06, -5.08, -11.39]], "lowdin_charge": [-0.32, 0.91, -0.41, -0.24, 0.00, -0.14, 0.73, -0.24, -0.23, -0.26, 0.03, -0.17, -0.02, 0.03, -0.14, 0.03, 0.04, 0.01, 0.06, 0.02, -0.19, -0.03, 0.02, -0.05, -0.16, -0.16, -0.13, -0.16, 0.03, -0.02, 0.00, -0.02, -0.21, -0.02, 0.05, 0.06, 0.06, 0.06, 0.10, -0.03, 0.10, 0.09, 0.07, 0.11, 0.12, 0.12, 0.14, 0.11, 0.08, 0.08, 0.07, 0.02, -0.40, 0.03, 0.05, 0.10, 0.08, 0.09, 0.05, -0.40, 0.02, 0.06, 0.10, 0.10, 0.10, 0.05, -0.40, 0.03, 0.04, 0.10, 0.11, 0.11, 0.04, -0.39, 0.02, 0.04, 0.10, 0.07, 0.07, 0.05, -0.37, 0.02, 0.04, 0.06, 0.11, 0.07, 0.04, -0.39, 0.05, 0.04, 0.09, 0.11, 0.06, 0.03, -0.40, 0.03, 0.05, 0.10, 0.10, 0.06, 0.05, -0.41, 0.06, 0.03, 0.10, 0.10, 0.10, 0.05, -0.41, 0.05, 0.03, 0.10, 0.10, 0.10, 0.04, -0.41, 0.07, 0.03, 0.10, 0.10, 0.10, 0.04, -0.42, 0.05, 0.05, 0.10, 0.10, 0.10, 0.04, -0.40, 0.01, 0.04, 0.06, 0.11, 0.11, 0.03, -0.42, 0.06, 0.03, 0.08, 0.08, 0.11, 0.03, -0.43, 0.05, 0.04, 0.10, 0.07, 0.10, 0.04, -0.42, 0.05, 0.05, 0.10, 0.10, 0.09, 0.04, -0.41, 0.06, 0.03, 0.10, 0.09, 0.10, 0.04, -0.39, 0.07, -0.01, 0.10, 0.10, 0.08, 0.05, -0.40, 0.07, 0.03, 0.10, 0.11, 0.10]}